Record 1
Entry from the Open Molecules 2025 dataset: a structure of composition C46H43BiN7PS (ωB97M-V/def2-TZVPD).

```
99
Properties=species:S:1:pos:R:3:mulliken_charge:R:1
Bi -0.71118 -0.06732 -0.25809 2.00
C 1.65966 0.93821 2.76387 -1.03
C 2.95576 1.24193 1.99013 -0.20
C 2.91917 2.23885 0.86054 0.23
C 3.47205 3.50707 1.01946 -0.98
C 3.61367 4.32669 -0.08722 -0.51
C 3.18906 3.86141 -1.32260 -0.99
C 2.59021 2.61424 -1.37244 -0.21
N 2.44656 1.81997 -0.31442 0.49
N 0.80064 -0.12649 2.19852 1.29
C -0.36211 -0.37737 3.08308 -2.07
C -1.73516 0.33249 2.95973 0.11
C -2.65583 -0.11048 3.82756 -0.37
C -4.03343 0.34386 3.79566 -1.25
C -4.46543 1.04995 2.75554 -1.31
C -3.55900 1.43759 1.62891 -0.84
N -2.09800 1.22169 1.91431 1.58
C 1.59955 -1.35196 2.06730 -1.73
C 2.47208 -1.37967 0.82512 0.13
C 3.77255 -1.87248 0.88297 -0.78
C 4.52223 -1.93023 -0.27991 -1.03
C 3.97357 -1.45951 -1.46493 -1.22
C 2.67255 -0.99052 -1.43719 -0.80
N 1.92849 -0.99419 -0.33452 2.13
H 1.06779 1.83564 2.86422 0.20
H 1.95760 0.63153 3.77827 0.61
H 3.35618 0.31840 1.57974 -0.35
H 3.67627 1.60701 2.72234 0.79
H 3.80329 3.84138 1.99389 0.50
H 4.06226 5.30675 0.01029 0.46
H 3.32138 4.45471 -2.21704 0.47
H 2.22356 2.21092 -2.31188 0.38
H -0.04832 -0.28346 4.13126 0.52
H -0.62274 -1.42937 2.95050 0.76
H -2.36766 -0.84811 4.56617 0.58
H -4.68504 0.09326 4.62139 0.51
H -5.48003 1.42308 2.68867 0.64
H -3.66363 2.52080 1.53798 0.65
H 0.92305 -2.20864 2.00385 0.67
H 2.23095 -1.49988 2.95350 0.13
H 4.19616 -2.19539 1.82483 0.58
H 5.52803 -2.32815 -0.26112 0.47
H 4.54015 -1.46083 -2.38553 0.60
H 2.18511 -0.60801 -2.32790 0.48
C 1.49117 -3.17044 -3.98679 -0.85
N 1.20565 -3.54017 -2.61247 0.27
C 1.85148 -4.54010 -1.91996 -0.94
C 1.27715 -4.63241 -0.71030 -0.32
N 0.26044 -3.68444 -0.65573 0.56
C 0.24382 -2.99798 -1.84181 0.00
S -0.73939 -1.71024 -2.38670 -0.44
C -0.71925 -3.65052 0.36926 0.50
C -0.90624 -4.75240 1.19459 -1.06
C -1.92840 -4.70767 2.12831 -0.93
C -2.75512 -3.59681 2.17555 -1.28
C -2.48260 -2.54708 1.32011 -0.24
N -1.46884 -2.55861 0.45298 0.41
H 2.52603 -3.41377 -4.21254 0.34
H 1.30886 -2.10773 -4.12280 0.38
H 0.83982 -3.71600 -4.66941 0.35
H 2.65284 -5.11797 -2.34503 0.50
H 1.51993 -5.27632 0.11342 0.48
H -0.30267 -5.64193 1.09807 0.49
H -2.08835 -5.54673 2.79130 0.45
H -3.58521 -3.53912 2.86482 0.59
H -3.09067 -1.65783 1.30276 0.31
C -3.45550 5.23290 -4.04681 -0.58
C -4.27460 4.64186 -3.09386 -0.84
C -3.73887 3.76521 -2.16544 -0.07
C -2.37425 3.48389 -2.19209 0.11
C -1.55371 4.06796 -3.15236 -0.24
C -2.09907 4.94494 -4.07782 -0.64
P -1.71603 2.26513 -1.01312 1.51
C -2.90229 0.89873 -0.78211 0.43
C -4.02327 0.89651 0.23930 0.59
C -4.71404 -0.44566 0.21425 -1.22
C -4.86739 -1.09662 -0.94558 -0.60
C -4.23700 -0.61880 -2.15954 -0.97
C -3.28835 0.32879 -2.07714 -1.19
C -1.45127 3.14094 0.57337 0.11
C -1.07256 4.47850 0.50384 -1.14
C -0.75426 5.19017 1.65046 -0.88
C -0.80062 4.56509 2.88384 -0.98
C -1.20570 3.24207 2.97157 -0.05
C -1.49747 2.51790 1.82509 -0.29
H -3.87726 5.91884 -4.76873 0.42
H -5.33427 4.85783 -3.07963 0.45
H -4.37940 3.30235 -1.42662 0.27
H -0.49541 3.84362 -3.18266 0.48
H -1.46561 5.39380 -4.83098 0.44
H -4.80893 1.60751 -0.07431 0.68
H -5.23642 -0.76237 1.10970 0.70
H -5.46940 -1.99547 -0.99475 0.50
H -4.51432 -1.05258 -3.10984 0.48
H -2.73679 0.63709 -2.96257 0.63
H -1.05294 4.96720 -0.46121 0.55
H -0.48697 6.23567 1.57964 0.50
H -0.56061 5.11324 3.78503 0.48
H -1.33621 2.77172 3.93978 0.54
```

Calculated values
Relative energy (zero: lowest compared OMol25 entry of this formula, charge and spin) (kcal/mol): 81.3
Energy (Ha): -3115.60149
HOMO energy (hartree): -0.4377
Charge: +2
Lowest unoccupied orbital energy (eV): -5.64
Gap between HOMO and LUMO (eV): 6.274

=====

Record 2
Entry from the Open Molecules 2025 dataset: a structure of composition C46H43N8O2V at a distorted geometry (ωB97M-V/def2-TZVPD).

```
100
Properties=species:S:1:pos:R:3:lowdin_spin:R:1
V -0.29757 0.27175 -0.07580 1.12
C -1.20579 -3.83594 0.92456 0.02
C -1.11193 -2.34536 0.87496 0.15
N -0.46580 -1.69438 -0.09829 0.18
N 0.12451 -2.43203 -1.12944 -0.01
C 0.73094 -1.60795 -1.92471 0.05
O 0.77244 -0.31063 -1.71443 0.03
C 1.32659 -2.15585 -3.16891 0.00
C 1.61040 -1.29648 -4.22428 0.01
C 2.13381 -1.79092 -5.41221 0.00
C 2.38922 -3.14787 -5.54871 0.01
C 2.12058 -4.00882 -4.48958 0.00
C 1.59119 -3.51751 -3.30630 0.01
C -1.52762 -1.50954 1.93400 0.12
C -2.14535 -1.97363 3.12514 0.04
C -2.28525 -1.13992 4.19485 0.06
C -1.80156 0.18894 4.10540 0.10
C -1.27862 0.60578 2.90973 0.02
N -1.17137 -0.16858 1.81514 0.15
H -1.05356 -4.24510 -0.07020 0.00
H -0.43529 -4.25231 1.58134 0.01
H -2.17732 -4.15996 1.30115 0.00
H 1.41611 -0.23828 -4.10314 0.00
H 2.33849 -1.11524 -6.23409 0.00
H 2.80240 -3.53371 -6.47258 0.00
H 2.32476 -5.06815 -4.58802 0.00
H 1.36860 -4.17793 -2.47824 0.00
H -2.47414 -3.00321 3.17491 0.00
H -2.75418 -1.49193 5.10520 0.00
H -1.85572 0.87519 4.94002 0.01
H -0.92876 1.62797 2.80785 0.00
C 10.49612 8.59505 1.82284 0.00
O 10.15975 7.49683 2.65959 0.00
C 9.06723 6.77099 2.32548 0.00
C 8.76736 5.69723 3.16207 0.00
C 7.67205 4.90376 2.89622 0.00
C 6.84943 5.15715 1.79720 0.00
C 7.15913 6.22757 0.97105 0.00
C 8.25851 7.03520 1.22368 0.00
C 5.67383 4.32939 1.48769 0.00
N 4.88538 4.48775 0.45113 0.00
C 3.93486 3.50264 0.56846 0.00
C 4.14673 2.74257 1.68607 0.00
N 5.27017 3.28094 2.27004 0.00
C 3.34514 1.60859 2.03896 0.00
C 3.55945 0.73588 3.11322 0.01
C 2.73888 -0.35114 3.26439 0.00
C 1.72049 -0.57104 2.33561 0.01
N 1.48939 0.24732 1.32449 0.02
C 2.26916 1.33532 1.18723 0.01
C 1.95204 2.21434 0.07066 0.01
N 0.80439 1.94872 -0.58603 0.00
C 0.54143 2.64443 -1.68109 0.01
C 1.38349 3.65482 -2.15303 0.00
C 2.51175 3.97914 -1.44891 0.01
C 2.81045 3.24999 -0.29246 0.00
H 11.38745 9.04092 2.25019 0.00
H 9.69498 9.33598 1.80378 0.00
H 10.70989 8.26492 0.80473 0.00
H 9.41058 5.50581 4.01171 0.00
H 7.47016 4.07214 3.56309 0.00
H 6.52300 6.42316 0.11718 0.00
H 8.47257 7.85990 0.56089 0.00
H 5.70291 2.98040 3.12412 0.00
H 4.36686 0.91159 3.81421 0.00
H 2.87676 -1.05049 4.07739 0.00
H 1.08185 -1.44292 2.40409 0.00
H -0.38825 2.40840 -2.18143 0.00
H 1.11407 4.18185 -3.05775 0.00
H 3.17662 4.77390 -1.76444 0.00
C -1.48149 3.52292 1.17463 0.01
C -2.95064 3.34413 0.80238 0.00
C -3.70637 2.47987 1.82134 0.00
C -3.28801 2.82970 -0.59527 -0.01
C -4.28102 3.56870 -1.23929 0.00
C -4.82292 3.18895 -2.44936 -0.01
C -4.37470 2.01253 -3.01815 0.00
C -3.38954 1.22941 -2.42420 -0.01
C -3.02522 -0.03633 -3.18656 0.00
C -1.63220 0.05654 -3.81366 0.00
C -3.23304 -1.32376 -2.38976 0.00
C -2.79309 1.65082 -1.20555 -0.01
N -1.70792 0.92504 -0.66942 -0.13
H -1.40804 3.95460 2.17722 0.00
H -0.97934 4.20144 0.47960 0.00
H -0.94788 2.58022 1.16294 0.01
H -3.38275 4.34472 0.84365 0.00
H -3.43921 1.42892 1.70889 0.00
H -4.78346 2.56506 1.66202 0.00
H -3.48482 2.78701 2.84819 0.00
H -4.64290 4.47073 -0.75785 0.00
H -5.59201 3.78447 -2.92648 0.00
H -4.80549 1.67394 -3.95375 0.00
H -3.73600 -0.07970 -4.01336 0.00
H -0.85850 0.07008 -3.04792 0.00
H -1.54394 0.96631 -4.41536 0.00
H -1.44759 -0.80053 -4.46591 0.00
H -2.59713 -1.36100 -1.51492 0.00
H -3.00574 -2.19177 -3.01417 0.00
H -4.27249 -1.40254 -2.05915 0.00
```

Calculated values
Relative energy (zero: lowest compared OMol25 entry of this formula, charge and spin) (kcal/mol): 14.8
Energy (Ha): -3311.36161
HOMO energy (spin up / spin down) (hartree): -0.1863 / -0.2665
Lowest unoccupied orbital energy (spin up / spin down) (eV): -0.43 / -0.58
2S+1: 3
Gap between HOMO and LUMO (spin up / spin down) (eV): 4.637 / 6.667

=====

Q: Number 2 is which compound?
A: C46H43N8O2V

=====

Q: Which value of energy does entry 1 give?
A: -3115.60149 Ha